(1)
49
Properties=species:S:1:pos:R:3:mulliken_charge:R:1 method="wB97M-V/def2-TZVPD" total_charge=+1 spin_multiplicity=1 relative_energy_kj_mol=1.0 total_energy_ev=-34216.03625
Y 0.10337 -0.37473 0.21133 1.625
N -1.38882 -1.94980 -1.20234 -0.528
C -2.24882 -2.62684 -0.18919 -0.622
C -1.43510 -3.01692 1.04569 0.343
O -1.65241 -4.07701 1.60004 -0.658
N -0.51968 -2.07643 1.40536 -0.067
C 0.31627 -2.37066 2.56261 -0.576
C 1.36040 -1.27457 2.78681 0.243
O 1.92630 -1.12505 3.83183 -0.605
O 1.54631 -0.46447 1.71342 -0.699
H -0.82161 -2.67003 -1.64121 0.251
H -1.96463 -1.56701 -1.94586 0.215
H -3.02768 -1.92297 0.10991 0.257
H -2.73324 -3.52116 -0.57404 0.411
H -0.25629 -2.47532 3.48668 0.389
H 0.84406 -3.32416 2.45516 0.470
C -1.51562 2.35844 3.60534 -0.988
C -2.06081 3.46439 2.98131 -0.331
C -2.06943 3.53388 1.59481 -1.038
C -1.53666 2.48524 0.86774 0.750
N -1.00167 1.41434 1.47635 0.193
C -0.98564 1.35640 2.81185 0.021
C -1.50222 2.48360 -0.63628 0.673
C -2.11501 3.46398 -1.40355 -0.948
C -2.01600 3.39774 -2.78349 -0.427
C -1.31253 2.36019 -3.37561 -0.952
C -0.74352 1.41457 -2.54494 -0.012
N -0.83998 1.47211 -1.21283 0.087
H -1.48104 2.26426 4.68092 0.452
H -2.47425 4.27817 3.56241 0.452
H -2.48218 4.40042 1.10134 0.320
H -0.53048 0.48012 3.25378 0.371
H -2.66430 4.26685 -0.93632 0.345
H -2.48853 4.15855 -3.39107 0.446
H -1.20637 2.27774 -4.44755 0.433
H -0.17637 0.58395 -2.94968 0.456
C 3.21308 -2.41567 -1.49188 -0.579
C 4.10912 -1.34740 -0.83930 -0.665
C 3.27021 -0.06776 -0.85469 -0.418
O 1.94174 -0.47548 -1.34429 -0.271
C 2.18565 -1.59383 -2.23429 -0.376
H 2.72420 -3.02433 -0.72982 0.211
H 3.75985 -3.09200 -2.14609 0.409
H 5.02508 -1.19926 -1.40776 0.338
H 4.38337 -1.62808 0.17444 0.294
H 3.64435 0.67576 -1.55669 0.383
H 3.11333 0.37372 0.12486 0.300
H 2.55324 -1.19900 -3.18464 0.375
H 1.23098 -2.08451 -2.42060 0.244

=====

(2)
50
Properties=species:S:1:pos:R:3:mulliken_charge:R:1 method="wB97M-V/def2-TZVPD" spin_multiplicity=1 smiles="CCOC(=O)N1CCN(C(=O)CSc2nnc(COc3ccccc3)o2)CC1" relative_energy_kj_mol=219.5 total_energy_ev=-46056.02490
C 4.52004 1.36371 -0.61141 -1.202
C 3.28871 0.82730 -1.32763 -0.326
O 2.11239 1.04920 -0.55409 -0.207
C 1.39510 2.14947 -0.85321 0.661
O 1.66045 2.93388 -1.73500 -0.679
N 0.34136 2.28387 -0.01096 0.111
C -0.68259 3.25968 -0.29895 -1.474
C -2.03341 2.56811 -0.47196 -0.455
N -2.36499 1.81518 0.72790 0.211
C -3.45391 1.03394 0.86390 0.452
O -3.63056 0.31760 1.83121 -0.662
C -4.50904 1.08985 -0.24103 -0.509
S -5.00303 -0.62767 -0.61592 -0.209
C -3.40928 -1.22589 -0.84711 0.280
N -2.34297 -0.50716 -1.02675 0.075
N -1.30587 -1.36690 -1.08882 -0.502
C -1.78226 -2.55557 -0.95507 0.578
C -1.03559 -3.84502 -0.92163 -0.638
O 0.34561 -3.67921 -1.03840 -0.485
C 1.02658 -3.00655 -0.05408 0.580
C 0.47610 -2.54706 1.13424 -0.139
C 1.27905 -1.89221 2.05455 -0.715
C 2.62447 -1.69767 1.80890 -0.502
C 3.17608 -2.16849 0.62830 -0.420
C 2.38522 -2.81597 -0.29819 -0.512
O -3.13347 -2.54561 -0.80202 -0.367
C -1.27605 1.62632 1.67092 -1.455
C -0.00703 1.23201 0.92759 0.418
H 4.60423 0.91194 0.37395 0.252
H 5.41054 1.13169 -1.18868 0.410
H 4.44374 2.44259 -0.49957 0.369
H 3.17092 1.31556 -2.30029 0.409
H 3.34826 -0.25563 -1.45574 0.268
H -0.39891 3.76667 -1.22388 0.502
H -0.73254 4.00480 0.50282 0.336
H -2.80140 3.32400 -0.66359 0.602
H -1.96544 1.88042 -1.32308 0.334
H -4.17637 1.55686 -1.16169 0.388
H -5.41126 1.57326 0.13279 0.384
H -1.31117 -4.39023 -0.00486 0.318
H -1.33331 -4.45581 -1.78173 0.393
H -0.56988 -2.68286 1.36163 0.313
H 0.83773 -1.53564 2.97369 0.426
H 3.24082 -1.18702 2.53297 0.424
H 4.22867 -2.03140 0.42932 0.429
H 2.79397 -3.18849 -1.22423 0.455
H -1.11893 2.54310 2.24713 0.262
H -1.57483 0.83147 2.35654 0.528
H -0.16323 0.28970 0.39000 -0.292
H 0.81727 1.08590 1.63122 0.583